Record 1
{
  "formula": "C15H24AlBBr3Cl2LiMgN4O7",
  "method": "ωB97M-V/def2-TZVPD",
  "orbital_gap_ev": 1.8,
  "e_homo_ha": -0.2406,
  "total_energy_ha": -10448.7488,
  "spin_multiplicity": 1,
  "elements": ["C", "C", "C", "Br", "C", "C", "C", "B", "O", "O", "C", "C", "N", "C", "C", "C", "O", "N", "C", "O", "H", "H", "H", "H", "H", "H", "H", "H", "H", "H", "H", "H", "H", "H", "C", "C", "O", "H", "H", "H", "H", "H", "Al", "Br", "Cl", "Cl", "Li", "Mg", "C", "O", "N", "N", "H", "H", "H", "H", "O", "H", "Br"],
  "positions_angstrom": [[3.673, 1.325, -0.788], [2.883, -0.048, -0.742], [1.728, 0.179, 0.261], [1.367, -1.396, 1.399], [0.535, 0.733, -0.441], [0.249, 2.100, -0.335], [-0.844, 2.681, -0.948], [-1.067, 4.240, -0.782], [-1.457, 4.720, 0.417], [-0.824, 5.059, -1.865], [0.535, 5.070, -2.272], [-1.732, 1.875, -1.682], [-2.845, 2.411, -2.304], [-1.428, 0.518, -1.790], [-0.324, -0.033, -1.209], [-0.210, -1.490, -1.531], [0.732, -2.186, -1.324], [-1.467, -1.819, -2.180], [-2.147, -0.588, -2.485], [-3.104, -0.496, -3.197], [4.579, 1.286, -1.394], [2.939, 2.042, -1.152], [3.939, 1.648, 0.235], [3.552, -0.875, -0.432], [2.548, -0.287, -1.744], [2.060, 0.954, 0.950], [0.930, 2.714, 0.250], [-1.722, 3.978, 0.983], [0.768, 4.254, -2.963], [0.689, 5.995, -2.825], [1.237, 5.061, -1.433], [-3.177, 1.761, -3.011], [-2.559, 3.252, -2.799], [-1.170, -2.134, -3.156], [3.730, -4.400, 1.841], [4.221, -3.055, 2.398], [4.572, -2.247, 1.398], [4.520, -4.901, 1.283], [3.419, -5.065, 2.654], [2.872, -4.276, 1.177], [5.000, -3.304, 3.146], [3.368, -2.668, 3.041], [5.727, -6.072, 2.966], [8.194, -5.429, 3.291], [-3.199, 1.741, 0.690], [-3.675, 5.688, -0.244], [2.241, -2.731, 4.231], [4.851, -0.510, 0.631], [-5.809, -1.842, 2.580], [-6.433, -2.806, 2.998], [-4.594, -1.960, 1.969], [-6.269, -0.561, 2.683], [-4.073, -1.173, 1.625], [-4.219, -2.882, 1.863], [-7.159, -0.428, 3.123], [-5.768, 0.237, 2.335], [-5.107, 0.333, -0.802], [-4.692, -0.098, -1.570], [-0.581, -4.096, -3.015]],
  "nbo_charge": [-0.6972, -0.4201, -0.2090, -0.0372, -0.1497, -0.1514, -0.4043, 1.1943, -0.8317, -0.7234, -0.2449, 0.3016, -0.7394, -0.1322, -0.1157, 0.6993, -0.5428, -0.6785, 0.6763, -0.5516, 0.2316, 0.2963, 0.1724, 0.0787, 0.2971, 0.2124, 0.1952, 0.5106, 0.1652, 0.2006, 0.1568, 0.3979, 0.3908, 0.4430, -0.6627, 0.0441, -1.0601, 0.2109, 0.1920, 0.2585, 0.1550, -0.0575, 0.7067, -0.7088, -0.3449, -0.4836, 0.9736, 1.5809, 0.7730, -0.6819, -0.8528, -0.8472, 0.4050, 0.3964, 0.4003, 0.4057, -0.5963, 0.4344, -0.6320]
}


Record 2
{
  "formula": "C12H17BrF6N5O5RhS2",
  "method": "ωB97M-V/def2-TZVPD",
  "total_charge": 2,
  "orbital_gap_ev": 8.0,
  "e_homo_ha": -0.5775,
  "total_energy_ha": -5197.0339,
  "spin_multiplicity": 1,
  "elements": ["Rh", "O", "C", "C", "C", "N", "C", "Br", "C", "H", "H", "H", "H", "N", "C", "C", "N", "H", "H", "H", "H", "H", "H", "H", "H", "C", "C", "C", "N", "H", "H", "H", "H", "H", "F", "C", "F", "F", "S", "O", "O", "N", "S", "O", "O", "C", "F", "F", "F"],
  "positions_angstrom": [[0.705, -0.060, -0.964], [-0.572, -4.718, 2.716], [-0.257, -3.613, 2.070], [-0.189, -2.344, 2.660], [0.133, -1.259, 1.883], [0.388, -1.380, 0.571], [0.320, -2.600, 0.035], [0.698, -2.505, -1.837], [0.017, -3.748, 0.698], [-0.772, -4.568, 3.651], [-0.410, -2.203, 3.709], [0.153, -0.263, 2.302], [-0.040, -4.710, 0.209], [0.882, 1.153, -2.645], [0.499, 2.550, -2.269], [1.087, 2.804, -0.897], [0.574, 1.721, -0.004], [1.836, 1.145, -2.999], [0.279, 0.811, -3.393], [-0.588, 2.599, -2.227], [0.849, 3.267, -3.009], [0.813, 3.780, -0.501], [2.175, 2.731, -0.920], [-0.436, 1.886, 0.155], [1.053, 1.742, 0.893], [5.619, -0.303, 1.172], [5.265, -0.208, -0.319], [3.825, -0.150, -0.540], [2.693, -0.103, -0.710], [6.701, -0.346, 1.265], [5.202, -1.203, 1.619], [5.265, 0.569, 1.719], [5.633, -1.072, -0.877], [5.694, 0.684, -0.781], [-3.739, 2.212, -2.459], [-3.195, 1.021, -2.501], [-4.052, 0.106, -2.881], [-2.159, 1.053, -3.366], [-2.486, 0.589, -0.816], [-1.279, -0.212, -1.210], [-2.097, 1.864, -0.249], [-3.362, -0.383, -0.053], [-4.831, 0.084, 0.529], [-5.580, -1.092, 0.772], [-5.320, 1.185, -0.235], [-4.344, 0.756, 2.208], [-5.260, 0.412, 3.089], [-4.233, 2.073, 2.151], [-3.159, 0.246, 2.587]],
  "nbo_charge": [0.9954, -0.5884, 0.4261, -0.2955, 0.0897, -0.4869, 0.1850, 0.3051, -0.2964, 0.5153, 0.2619, 0.2267, 0.2854, -0.7213, -0.2528, -0.2451, -0.6841, 0.4078, 0.4316, 0.2436, 0.2497, 0.2586, 0.2109, 0.4557, 0.4112, -0.5919, -0.5333, 0.5584, -0.4447, 0.2591, 0.2277, 0.2256, 0.2874, 0.2834, -0.2665, 0.7656, -0.2690, -0.3365, 2.2238, -0.9536, -0.9565, -1.1674, 2.2216, -0.8548, -0.9000, 0.7352, -0.2789, -0.2913, -0.3325]
}


Record 3
{
  "formula": "C3H6O2",
  "method": "ωB97M-V/def2-TZVPD",
  "orbital_gap_ev": 10.3,
  "e_homo_ha": -0.3701,
  "total_energy_ha": -268.2907,
  "spin_multiplicity": 1,
  "elements": ["C", "C", "C", "H", "H", "H", "H", "H", "H", "O", "O"],
  "positions_angstrom": [[-0.557, 0.236, -1.100], [-0.208, -0.222, 0.283], [1.372, -0.430, 0.471], [-1.724, 0.530, -1.038], [0.215, 1.123, -1.224], [-0.370, -0.646, -1.759], [-0.772, -1.144, 0.596], [-1.392, 0.853, 1.284], [1.567, -0.818, 1.737], [-0.387, 0.784, 1.255], [2.255, -0.266, -0.506]],
  "nbo_charge": [-0.6436, -0.0103, 0.4207, 0.2075, 0.2488, 0.2319, 0.1738, 0.4709, 0.1445, -0.7082, -0.5362]
}


Record 4
{
  "formula": "C28H77N7O7",
  "method": "ωB97M-V/def2-TZVPD",
  "smiles": "COC[C@H](C)N.COC[C@H](C)N.COC[C@H](C)N.COC[C@H](C)N.COC[C@H](C)N.COC[C@H](C)N.COC[C@H](C)N",
  "orbital_gap_ev": 9.3,
  "e_homo_ha": -0.3222,
  "total_energy_ha": -2022.6751,
  "spin_multiplicity": 1,
  "elements": ["C", "O", "C", "C", "C", "N", "H", "H", "H", "H", "H", "H", "H", "H", "H", "H", "H", "C", "O", "C", "C", "C", "N", "H", "H", "H", "H", "H", "H", "H", "H", "H", "H", "H", "C", "O", "C", "C", "C", "N", "H", "H", "H", "H", "H", "H", "H", "H", "H", "H", "H", "C", "O", "C", "C", "C", "N", "H", "H", "H", "H", "H", "H", "H", "H", "H", "H", "H", "C", "O", "C", "C", "C", "N", "H", "H", "H", "H", "H", "H", "H", "H", "H", "H", "H", "C", "O", "C", "C", "C", "N", "H", "H", "H", "H", "H", "H", "H", "H", "H", "H", "H", "C", "O", "C", "C", "C", "N", "H", "H", "H", "H", "H", "H", "H", "H", "H", "H", "H"],
  "positions_angstrom": [[-7.447, -3.053, 4.380], [-7.330, -2.105, 3.310], [-6.765, -0.854, 3.701], [-6.132, -0.252, 2.455], [-4.785, -1.002, 2.104], [-5.688, 1.146, 2.648], [-6.581, -3.695, 4.540], [-8.371, -3.603, 4.203], [-7.547, -2.660, 5.392], [-7.519, -0.159, 4.070], [-5.946, -1.012, 4.402], [-6.721, -0.365, 1.544], [-5.295, -1.884, 1.717], [-4.256, -1.133, 3.048], [-4.157, -0.653, 1.284], [-4.760, 1.331, 3.001], [-6.382, 1.748, 3.068], [-1.750, 0.460, -0.622], [-0.311, 0.490, -0.660], [0.398, -0.581, -0.156], [1.749, -0.174, 0.313], [2.795, -0.013, -0.809], [2.346, -1.082, 1.330], [-2.200, 0.977, -1.469], [-2.235, 0.794, 0.296], [-2.013, -0.572, -0.852], [-0.089, -0.639, 0.818], [0.282, -1.473, -0.772], [1.661, 0.830, 0.726], [2.401, 0.773, -1.454], [2.717, -0.901, -1.436], [3.854, 0.029, -0.553], [1.606, -1.250, 1.997], [2.432, -1.964, 0.844], [-4.722, -4.774, 0.367], [-3.772, -5.397, -0.549], [-3.264, -4.446, -1.498], [-1.815, -4.761, -2.053], [-0.867, -4.835, -0.867], [-1.397, -3.652, -2.942], [-5.572, -4.418, -0.215], [-4.362, -4.002, 1.047], [-5.047, -5.661, 0.911], [-3.996, -4.577, -2.295], [-3.108, -3.408, -1.206], [-1.977, -5.674, -2.626], [-1.096, -4.120, -0.076], [0.195, -4.722, -1.084], [-0.869, -5.761, -0.291], [-2.076, -3.170, -3.513], [-1.230, -2.922, -2.263], [-4.749, -1.162, -3.267], [-3.462, -1.404, -3.677], [-2.940, -0.643, -4.720], [-1.373, -0.638, -4.595], [-0.684, 0.505, -5.425], [-0.830, -1.873, -5.189], [-5.248, -2.062, -2.908], [-5.322, -0.843, -4.137], [-4.781, -0.307, -2.591], [-3.159, -0.993, -5.729], [-3.325, 0.377, -4.732], [-1.106, -0.649, -3.539], [-0.877, 0.564, -6.496], [0.364, 0.219, -5.333], [-0.651, 1.549, -5.115], [-0.792, -2.664, -4.562], [-1.367, -2.214, -5.973], [0.486, 4.580, 2.161], [-0.655, 3.825, 2.664], [-0.325, 2.489, 3.225], [-1.579, 1.792, 3.804], [-1.400, 0.219, 3.863], [-2.854, 2.006, 3.047], [1.172, 4.623, 3.007], [0.183, 5.550, 1.766], [0.859, 3.971, 1.338], [0.261, 1.930, 2.496], [0.386, 2.634, 4.038], [-1.833, 2.066, 4.828], [-1.530, -0.145, 2.844], [-2.178, -0.343, 4.381], [-0.463, -0.124, 4.302], [-3.232, 2.843, 3.467], [-2.552, 2.227, 2.109], [4.619, 1.977, 2.027], [6.077, 1.744, 2.150], [6.683, 0.819, 1.216], [6.556, -0.589, 1.665], [7.279, -0.997, 2.934], [7.069, -1.479, 0.614], [4.333, 2.203, 1.000], [4.261, 2.773, 2.681], [4.029, 1.077, 2.201], [6.359, 0.909, 0.179], [7.734, 1.110, 1.200], [5.512, -0.902, 1.678], [8.349, -1.090, 2.749], [6.984, -1.994, 3.262], [7.172, -0.211, 3.682], [7.892, -1.149, 0.132], [6.414, -1.255, -0.122], [3.902, 2.267, -3.948], [4.974, 2.768, -3.142], [4.571, 3.834, -2.230], [5.784, 4.350, -1.430], [5.477, 5.435, -0.402], [6.649, 4.888, -2.440], [3.206, 2.896, -4.502], [3.186, 1.671, -3.383], [4.456, 1.627, -4.635], [3.988, 4.567, -2.788], [3.913, 3.262, -1.576], [6.281, 3.532, -0.909], [5.129, 5.001, 0.535], [4.704, 6.113, -0.766], [6.393, 6.002, -0.235], [6.606, 4.170, -3.149], [6.026, 5.565, -2.857]],
  "mulliken_charge": [-0.8206, -0.3000, -0.5936, 0.1688, -0.8798, -0.5460, 0.3005, 0.2945, 0.3488, 0.2848, 0.3670, 0.4138, 0.0899, 0.2576, 0.2136, 0.3121, 0.2315, -0.0614, -0.3997, -0.1963, 0.9654, -1.5185, -0.5163, 0.4566, -0.2397, -0.0783, 0.0016, 0.3235, -0.4098, 0.1839, 0.5353, 0.1926, 0.2995, 0.3245, -0.6869, -0.4187, -0.3418, 0.0777, -1.3438, -0.6436, 0.3404, 0.1837, 0.3439, 0.3970, 0.1417, 0.4488, 0.2929, 0.3836, 0.3619, 0.4266, -0.0712, -0.9789, -0.0675, -0.8731, 1.2841, -1.6621, -0.7412, 0.2270, 0.3922, 0.3198, 0.3005, 0.5443, -0.3306, 0.3199, 0.3695, 0.3643, 0.3938, 0.2628, -0.5152, -0.3939, -0.1913, 0.0201, -1.0497, -0.4789, 0.2806, 0.2494, 0.1489, -0.1533, 0.4861, 0.4023, -0.0565, 0.3277, 0.4161, 0.3113, 0.0916, -0.3705, -0.4163, -0.7121, 1.1791, -1.4680, -0.8179, -0.0565, 0.3353, 0.3090, 0.2137, 0.3200, -0.0677, 0.3335, 0.3584, 0.3331, 0.2750, 0.2575, -0.4900, -0.3678, -0.3721, 0.8294, -1.5274, -0.8777, 0.3478, 0.0268, 0.2973, 0.3984, 0.0789, 0.0577, 0.2631, 0.3353, 0.4344, 0.3270, 0.3154]
}